The following is a DFT calculation (ωB97M-V/def2-TZVPD) of a structure of composition C28H48F6O3SbTi.

XYZ file:
```
87
Properties=species:S:1:pos:R:3:forces:R:3
Ti 0.346 -0.490 0.859 -0.5888 0.3291 -0.4777
C -1.732 -1.269 1.786 0.4065 -0.2597 0.2750
C -2.215 -0.490 0.703 -0.0711 0.0800 -0.2105
C -1.770 -1.138 -0.496 0.0841 -0.1763 -0.0768
C -1.041 -2.299 -0.097 0.2679 0.3814 -0.0140
C -1.006 -2.392 1.306 -0.0392 0.1467 0.2452
C -0.440 -3.529 2.136 0.0078 0.0140 0.0085
C 0.255 -2.993 3.391 0.0113 -0.0028 -0.0127
C -1.591 -4.454 2.559 0.0089 0.0209 -0.0179
C 0.576 -4.332 1.320 0.0098 0.0071 0.0262
C -2.135 -0.958 -1.976 0.0605 0.0168 0.0206
C -3.442 -1.717 -2.271 0.0186 -0.0272 0.0596
C -1.067 -1.588 -2.882 -0.0076 0.0429 -0.0067
C -2.280 0.499 -2.419 0.0010 -0.0319 -0.0359
C -3.146 0.715 0.945 0.0373 0.0013 0.0305
C -3.380 0.882 2.455 0.0575 -0.0029 -0.0174
C -4.530 0.475 0.326 -0.0465 -0.0048 0.0340
C -2.595 2.064 0.442 -0.0098 0.0106 -0.0190
H -1.889 -1.051 2.830 -0.0573 -0.0158 0.0006
H -0.525 -2.968 -0.766 -0.0962 -0.0650 -0.0445
H -0.420 -2.373 3.984 -0.0086 0.0028 0.0174
H 1.125 -2.390 3.122 -0.0015 0.0159 -0.0059
H 0.591 -3.822 4.020 0.0026 -0.0029 0.0047
H -2.302 -3.918 3.190 -0.0112 0.0100 0.0041
H -1.213 -5.316 3.117 0.0087 -0.0086 0.0145
H -2.129 -4.819 1.682 -0.0041 -0.0129 -0.0146
H 1.377 -3.687 0.952 -0.0153 -0.0051 0.0116
H 0.100 -4.817 0.466 -0.0025 -0.0101 -0.0233
H 1.020 -5.112 1.944 -0.0006 -0.0149 -0.0036
H -3.304 -2.781 -2.071 -0.0067 -0.0032 0.0054
H -3.723 -1.597 -3.321 0.0041 0.0070 -0.0149
H -4.267 -1.370 -1.653 -0.0284 0.0212 0.0179
H -0.984 -2.664 -2.735 -0.0039 -0.0107 0.0018
H -0.087 -1.146 -2.707 0.0126 0.0148 0.0015
H -1.340 -1.420 -3.927 0.0187 -0.0012 -0.0049
H -3.169 0.967 -2.007 0.0274 -0.0113 -0.0577
H -2.367 0.542 -3.509 0.0151 0.0080 -0.0063
H -1.414 1.088 -2.115 0.0302 0.0063 -0.0077
H -3.805 -0.019 2.902 -0.0250 -0.0056 -0.0016
H -4.081 1.705 2.616 0.0019 0.0040 0.0107
H -2.451 1.124 2.973 -0.0105 -0.0404 -0.0110
H -4.950 -0.476 0.662 0.0015 -0.0073 0.0098
H -4.501 0.472 -0.760 -0.0344 -0.0382 0.0256
H -5.209 1.277 0.631 -0.0148 0.0006 0.0052
H -1.522 2.130 0.597 0.0724 0.0029 0.0392
H -3.068 2.881 0.995 -0.0193 0.0073 -0.0025
H -2.809 2.236 -0.611 0.0511 -0.0049 0.0304
C 0.770 3.423 -2.622 -0.0366 -0.0032 -0.1378
C 1.226 2.121 -3.279 0.0063 0.0010 0.0102
Sb 1.835 0.748 -1.733 0.0164 -0.0606 0.4535
C 2.688 -0.839 -2.912 -0.1473 -0.0222 -0.1295
C 2.900 -0.520 -4.388 0.0213 -0.0068 0.0412
C 3.697 1.710 -1.226 -0.0394 0.0027 -0.0832
C 4.772 1.714 -2.305 -0.0091 -0.0070 0.0058
H 0.416 4.145 -3.363 -0.0033 0.0227 0.0293
H 1.581 3.890 -2.062 0.0233 0.0274 0.0150
H -0.042 3.246 -1.913 -0.0157 0.0050 0.0106
H 2.043 2.289 -3.982 0.0197 0.0318 -0.0168
H 0.407 1.656 -3.832 -0.0126 0.0071 -0.0246
H 2.032 -1.704 -2.799 0.0198 -0.0009 0.0169
H 3.603 -1.083 -2.377 0.1373 -0.0554 -0.0432
H 1.952 -0.289 -4.881 0.0059 0.0072 -0.0167
H 3.350 -1.359 -4.926 0.0092 -0.0248 0.0219
H 3.554 0.343 -4.522 0.0043 0.0011 -0.0189
H 4.035 1.168 -0.346 0.0916 0.0236 0.0484
H 3.462 2.726 -0.913 -0.0619 0.0406 0.0379
H 5.072 0.700 -2.574 -0.0141 -0.0054 -0.0045
H 5.670 2.234 -1.958 0.0003 0.0000 -0.0061
H 4.433 2.220 -3.212 0.0092 0.0037 -0.0165
O 4.344 -1.349 0.060 0.0172 -0.0399 0.0164
C 3.566 -1.171 0.990 0.0980 0.0451 -0.1514
O 2.292 -1.135 0.916 -0.3186 -0.0965 0.1881
H 3.971 -1.006 2.008 -0.0266 -0.0506 0.0223
C -0.109 2.506 3.683 -0.0214 0.0619 0.0431
C 0.877 2.296 2.526 -0.0330 -0.2248 0.1502
O 0.404 1.434 1.605 0.2480 -0.1275 -0.1810
C 1.121 3.667 1.855 -0.1309 0.0488 -0.0369
F 1.960 3.616 0.817 0.1486 -0.0906 -0.1311
F 1.611 4.592 2.706 0.0818 0.1206 0.1241
F -0.035 4.165 1.382 -0.1294 0.0000 -0.0032
C 2.213 1.778 3.131 -0.0309 0.0706 0.0083
F 2.703 2.561 4.125 -0.0641 -0.0275 -0.1000
F 3.188 1.663 2.219 -0.0167 -0.0343 0.0301
F 2.019 0.564 3.674 0.0220 -0.0381 -0.0396
H -0.296 1.538 4.144 0.0150 -0.0075 0.0092
H -1.042 2.875 3.261 0.0230 0.0128 0.0332
H 0.259 3.206 4.433 -0.0205 0.0017 0.0127
```
Forces are in eV/Å.

## Properties
Charge = -1
Maximum force = 0.827 eV Å⁻¹
Orbital gap (spin up / spin down) = 0.2102 / 0.2863 Ha
Spin multiplicity = 3
Total energy = -81920.27141 eV
ΔE to the lowest compared entry with this formula, charge and spin = 3.4 kcal per mole
HOMO level (spin up / spin down) = -3.1 / -5.2 eV
LUMO (spin up / spin down) = 2.6 / 2.6 eV

The following is a DFT calculation (ωB97M-V/def2-TZVPD) of a structure of composition C28H48F6O3SbTi.

XYZ file:
```
87
Properties=species:S:1:pos:R:3:forces:R:3
Ti 0.792 -0.219 -0.150 -0.4121 -0.0165 -0.1793
C 0.496 -2.391 0.666 0.2367 -0.1812 0.1167
C 0.827 -1.630 1.831 0.1870 -0.2113 0.0710
C 2.161 -1.135 1.629 -0.0156 -0.1442 -0.1324
C 2.606 -1.667 0.383 0.1028 -0.1160 0.1000
C 1.610 -2.469 -0.210 -0.0449 -0.1932 0.3895
C 1.809 -3.598 -1.205 -0.0390 0.1386 -0.1229
C 0.618 -3.711 -2.162 -0.0182 0.0011 -0.0556
C 1.908 -4.908 -0.403 -0.0100 -0.0435 0.0191
C 3.120 -3.451 -1.980 0.0538 -0.0045 -0.0276
C 3.153 -0.301 2.452 -0.0635 -0.0267 -0.0140
C 3.961 0.622 1.522 0.0525 0.0013 -0.0052
C 2.526 0.611 3.504 -0.0411 0.0610 0.0373
C 4.146 -1.253 3.138 0.0431 -0.0054 0.0370
C -0.042 -1.762 3.102 -0.0009 0.1378 -0.1197
C -0.648 -0.478 3.690 0.0066 0.0021 0.0307
C -1.243 -2.675 2.813 -0.0594 -0.0218 -0.0178
C 0.795 -2.471 4.177 -0.0277 -0.0697 0.0421
H -0.403 -2.969 0.533 -0.0435 0.0724 0.0027
H 3.602 -1.528 -0.009 -0.0395 0.0630 -0.0813
H -0.287 -3.988 -1.616 0.0048 0.0206 0.0057
H 0.802 -4.485 -2.914 -0.0058 -0.0142 0.0235
H 0.419 -2.771 -2.673 0.0301 -0.0025 -0.0051
H 0.979 -5.109 0.133 -0.0013 0.0098 -0.0132
H 2.712 -4.848 0.335 0.0097 0.0170 -0.0244
H 2.112 -5.749 -1.073 -0.0112 -0.0087 0.0170
H 3.174 -2.524 -2.544 -0.0324 0.0034 0.0087
H 3.227 -4.283 -2.682 0.0022 0.0066 0.0050
H 3.974 -3.483 -1.299 -0.0174 -0.0065 0.0073
H 3.305 1.270 0.941 -0.0461 0.0101 0.0317
H 4.591 0.060 0.831 -0.0123 0.0111 -0.0039
H 4.620 1.251 2.128 0.0213 -0.0141 -0.0261
H 1.752 1.242 3.066 0.0230 0.0024 -0.0408
H 3.301 1.267 3.912 -0.0131 -0.0205 0.0176
H 2.098 0.062 4.340 -0.0023 -0.0287 -0.0074
H 4.881 -0.687 3.720 -0.0056 0.0002 -0.0123
H 4.681 -1.844 2.392 -0.0041 0.0035 0.0056
H 3.641 -1.948 3.810 -0.0246 0.0112 -0.0002
H -1.244 0.043 2.946 -0.0272 -0.0482 0.0008
H 0.098 0.211 4.074 0.0403 0.0324 -0.0238
H -1.302 -0.750 4.525 0.0403 0.0075 0.0266
H -1.885 -2.259 2.034 0.0183 0.0382 0.0176
H -1.836 -2.772 3.725 -0.0146 -0.0198 -0.0147
H -0.932 -3.675 2.504 0.0216 0.0043 0.0272
H 1.589 -1.840 4.569 -0.0037 0.0119 -0.0241
H 1.257 -3.373 3.767 -0.0268 -0.0037 -0.0006
H 0.153 -2.761 5.016 0.0198 0.0131 0.0052
C -4.847 3.571 -3.103 -0.0430 -0.0053 0.0049
C -3.462 4.084 -2.718 -0.1642 0.1108 -0.1541
Sb -2.301 3.012 -1.235 0.0737 0.1052 0.0288
C -3.327 3.743 0.538 -0.1061 0.0582 0.1714
C -4.614 4.545 0.382 -0.0929 -0.0063 -0.0375
C -3.296 1.121 -1.419 -0.0401 -0.1629 -0.0495
C -4.592 0.927 -0.646 -0.0706 -0.0167 0.0433
H -5.260 4.126 -3.952 0.0043 0.0106 0.0073
H -5.558 3.663 -2.280 0.0309 0.0104 0.0064
H -4.828 2.518 -3.390 0.0439 0.0080 0.0005
H -3.524 5.118 -2.367 0.0160 0.0002 -0.0273
H -2.816 4.103 -3.599 -0.0221 -0.0059 -0.0079
H -2.576 4.346 1.057 -0.0219 0.0077 0.0137
H -3.503 2.869 1.170 0.0369 0.0078 0.0167
H -4.491 5.400 -0.288 0.0335 -0.0254 -0.0014
H -4.966 4.941 1.340 0.0271 -0.0175 0.0096
H -5.421 3.933 -0.026 0.0265 -0.0078 0.0026
H -2.544 0.396 -1.112 0.0093 -0.0066 -0.0150
H -3.449 0.975 -2.491 0.0108 -0.0175 0.0025
H -4.429 0.992 0.432 0.0308 0.0043 -0.0118
H -5.021 -0.062 -0.838 0.0190 0.0001 -0.0110
H -5.356 1.664 -0.904 0.0308 0.0119 -0.0297
O -0.939 0.639 0.848 -0.0818 0.4498 -0.0819
C -0.275 1.701 1.002 0.0747 -0.0556 0.0501
O 0.886 1.836 0.540 -0.0341 0.2411 0.3927
H -0.711 2.515 1.604 -0.0277 0.0682 -0.0454
C 1.103 2.675 -2.742 -0.0106 0.1811 -0.0250
C 0.681 1.207 -2.909 0.0493 -0.2168 -0.1522
O -0.097 0.697 -1.922 0.6031 -0.1480 -0.1184
C -0.056 1.050 -4.260 -0.1336 0.1687 0.0586
F 0.653 1.516 -5.314 0.0770 0.0455 -0.0682
F -1.206 1.755 -4.243 -0.0668 0.0459 0.0351
F -0.387 -0.212 -4.547 0.0015 -0.1419 -0.0089
C 1.991 0.384 -2.982 -0.0392 -0.4567 -0.0531
F 1.743 -0.929 -3.076 -0.0144 -0.0248 0.0240
F 2.868 0.638 -3.968 -0.0228 0.4937 0.0451
F 2.660 0.572 -1.805 -0.0084 -0.1073 -0.1321
H 0.279 3.340 -2.987 -0.0361 -0.0332 0.0192
H 1.953 2.929 -3.380 -0.0104 -0.0186 -0.0074
H 1.361 2.833 -1.697 -0.0024 -0.0340 0.0124
```
Forces are in eV/Å.

## Properties
Charge = -1
Maximum force = 0.632 eV Å⁻¹
Orbital gap (spin up / spin down) = 0.2018 / 0.2849 Ha
Spin multiplicity = 3
Total energy = -81919.57756 eV
ΔE to the lowest compared entry with this formula, charge and spin = 19.4 kcal per mole
HOMO level (spin up / spin down) = -2.8 / -5.0 eV
LUMO (spin up / spin down) = 2.7 / 2.7 eV